No. 1
14
Properties=species:S:1:pos:R:3:forces:R:3:nbo_charge:R:1 method="wB97M-V/def2-TZVPD" total_charge=+1 relative_energy_ev=7.007 smiles="C=C[N+](=O)NOC" spin_multiplicity=1 homo_energy_ev="-14.931 / -14.930" largest_force_ha_per_bohr=0.0906
C -3.1783 -0.1603 -0.2882 -1.1 -4.4 -1.2 -0.1703
C -1.9578 0.1884 0.0463 -2.3 0.7 -0.6 -0.1888
N -0.8952 -0.6817 0.0007 2.3 -0.8 0.0 0.3753
O -1.0129 -1.8764 -0.0222 0.2 0.3 0.0 -0.2143
N 0.3062 -0.1180 0.0840 3.8 0.2 -0.4 -0.0693
O 1.4161 -0.9947 0.1555 -3.5 -0.9 2.0 -0.2933
C 2.6055 -0.5003 -0.3413 2.0 0.0 -2.4 -0.2968
H -3.9916 0.5202 -0.3798 -0.3 0.6 0.3 0.2453
H -3.4508 -1.2737 -0.5643 0.7 2.4 0.6 0.2509
H -1.8847 1.1930 0.2738 1.5 1.8 0.6 0.2527
H 0.7226 0.8239 -0.2182 -2.2 -1.1 0.4 0.4529
H 3.5066 -1.0934 0.0276 -1.6 0.9 0.0 0.2676
H 2.7543 0.5721 -0.2878 0.0 0.4 0.9 0.1910
H 2.5417 -0.6607 -1.4172 0.5 -0.2 -0.3 0.1973

No. 2
15
Properties=species:S:1:pos:R:3:forces:R:3:nbo_charge:R:1 method="wB97M-V/def2-TZVPD" relative_energy_ev=0.590 spin_multiplicity=1 homo_energy_ev=-8.672 largest_force_ha_per_bohr=0.0349
H -1.4113 1.6502 0.7868 0.1 -0.2 -0.1 0.3449
N -1.4130 0.6437 0.9278 -0.4 0.6 0.4 -0.8375
C -0.5731 -0.0190 0.2301 -0.5 0.3 0.4 0.7334
N 0.3182 0.6308 -0.6268 0.2 0.5 -0.1 -0.6205
C 1.2996 0.2976 -1.5742 -0.7 -1.5 0.7 0.0194
C 2.0659 1.1559 -2.2234 0.0 0.1 0.0 -0.4913
O -0.5985 -1.3377 0.4157 0.3 -0.4 -0.3 -0.7450
P -1.8912 -1.9035 1.5419 1.0 0.9 -1.1 1.1727
O -1.3402 -1.3769 2.9643 0.1 -0.2 0.5 -0.9829
H 0.2270 1.6361 -0.5318 -0.1 -0.3 0.1 0.3887
H 1.3826 -0.7714 -1.7326 0.1 0.0 -0.1 0.2076
H 2.0088 2.2195 -2.0774 -0.1 0.3 0.1 0.1932
H 2.7830 0.7912 -2.9353 0.1 -0.1 -0.1 0.2160
H -1.1823 -3.1133 1.6385 0.0 -0.2 0.0 -0.1115
H -1.6757 -0.5032 3.1962 -0.1 0.1 -0.3 0.5126

No. 3
15
Properties=species:S:1:pos:R:3:forces:R:3:nbo_charge:R:1 method="wB97M-V/def2-TZVPD" relative_energy_ev=1.011 spin_multiplicity=1 homo_energy_ev=-9.256 largest_force_ha_per_bohr=0.0816
C 1.4152 -1.2716 -0.0456 0.2 -0.9 0.1 0.2224
C 1.5963 1.0756 0.7436 0.2 0.1 0.1 -0.6472
C 1.4214 0.0995 -0.3726 -3.9 1.2 -1.0 -0.0792
N 1.3456 -2.3894 0.2084 0.1 -0.2 0.1 -0.2952
N -0.5367 0.2312 -0.9046 3.8 0.1 0.6 -0.9787
O -2.5683 1.0786 0.2435 -0.4 0.1 0.3 -0.9797
O -2.3809 -1.3551 -0.1250 0.1 0.5 0.0 -1.0101
P -1.4834 -0.0896 0.4795 -0.1 -0.4 -0.2 1.4379
H 0.9253 0.8423 1.5686 0.1 0.0 0.0 0.2398
H 1.3981 2.0852 0.3968 0.0 0.0 -0.1 0.2390
H 2.6247 1.0227 1.1095 0.0 0.0 0.0 0.2342
H 1.8648 0.3519 -1.3272 0.0 -0.1 0.0 0.2508
H -0.5535 -0.5263 -1.5788 -0.1 -0.2 -0.1 0.3735
H -2.9227 1.0439 -0.6551 0.0 0.2 -0.1 0.4914
H -2.1458 -2.1989 0.2589 0.1 -0.3 0.2 0.5014

No. 4
15
Properties=species:S:1:pos:R:3:forces:R:3:nbo_charge:R:1 method="wB97M-V/def2-TZVPD" relative_energy_ev=0.000 spin_multiplicity=3 homo_energy_ev="-6.430 / -10.379" largest_force_ha_per_bohr=0.0823 s_squared=2.007
C -2.3870 -0.7183 0.4766 -2.9 -0.7 1.1 0.0301
C 1.9645 0.7573 0.4037 -2.9 0.1 3.1 -0.6229
C 1.1656 0.8620 -0.8469 2.4 3.2 -0.5 -0.1542
N -1.1940 -1.0618 0.6531 0.5 0.9 -0.1 -0.7611
N 0.3496 0.0298 -1.3678 -2.0 -3.0 0.6 -0.5528
O 0.7447 -2.3912 -0.3151 -0.3 0.7 -0.8 -1.0120
O -1.4665 -1.7701 -1.7722 2.6 0.1 0.4 -0.9623
P -0.2403 -1.3624 -0.7051 -1.9 -1.5 -0.4 2.2705
H 2.9549 0.8916 0.2184 3.1 -0.2 -0.8 0.2160
H 1.7700 1.7586 1.0063 -0.2 -2.2 -0.5 0.2240
H 1.7873 -0.2309 0.9920 0.2 2.0 -0.8 0.2464
H -2.9416 -0.6532 -0.5150 0.9 0.2 1.1 0.1822
H 1.7231 1.4645 -1.5727 -0.2 0.2 -0.2 0.2312
H -3.0796 -0.7047 1.4211 1.3 0.4 -1.7 0.1714
H -0.9164 -2.0524 -2.5200 -0.7 -0.3 -0.5 0.4935

No. 5
16
Properties=species:S:1:pos:R:3:forces:R:3:nbo_charge:R:1 method="wB97M-V/def2-TZVPD" total_charge=-1 relative_energy_ev=0.179 spin_multiplicity=1 homo_energy_ev=-4.162 largest_force_ha_per_bohr=0.0769
C 1.9780 -1.0203 0.0055 1.2 0.6 0.4 0.9069
C -1.0805 0.4608 1.3885 1.1 0.3 -0.6 -0.7067
C -1.5364 -0.1448 0.0757 0.9 -0.1 -1.3 0.0537
N 0.1353 0.4910 -1.4204 -0.7 0.1 0.8 -0.6855
N -1.0003 -0.1635 -1.0871 -0.4 0.6 0.2 -0.2640
O 1.2788 -1.5542 0.7932 -1.0 -0.5 0.7 -0.6536
O 2.6737 -1.0964 -0.9488 0.6 -1.3 -1.6 -0.6730
S -3.1964 -0.8186 0.0863 -0.9 -1.0 -0.6 -0.0936
S 2.3877 1.0277 0.5271 -1.9 0.8 3.4 -0.5787
H -0.3240 1.2486 1.3243 0.2 -0.2 -1.0 0.2494
H -1.8635 1.0284 1.8121 -1.4 0.1 0.9 0.2077
H -0.6031 -0.2111 2.1005 -0.5 -0.5 -0.1 0.2490
H 0.9131 0.6528 -0.7419 -0.7 0.3 -0.7 0.3740
H 0.2923 0.4585 -2.4049 0.4 -0.3 -0.1 0.3607
H -3.3522 -1.4488 -1.1899 0.8 1.1 1.7 0.1502
H 3.2974 1.0898 -0.3204 2.2 0.2 -2.1 0.1034

No. 6
14
Properties=species:S:1:pos:R:3:forces:R:3:nbo_charge:R:1 method="wB97M-V/def2-TZVPD" relative_energy_ev=0.545 smiles="C[P@@](N)(=O)[C@H]1C=N1" spin_multiplicity=1 homo_energy_ev=-9.808 largest_force_ha_per_bohr=0.0758
C 1.1323 0.5515 1.3329 -2.0 -3.4 -0.3 -0.9511
P 0.5168 -0.8129 -0.0173 -0.4 2.8 0.7 1.9668
N 1.0758 -0.2605 -1.5621 -0.5 -2.6 -0.3 -1.1626
O 0.9823 -2.1389 0.4297 -0.4 0.1 -0.5 -1.0653
C -1.3235 -0.4646 -0.2358 1.0 -1.8 -0.1 -0.5269
C -1.8386 0.8645 -0.0838 0.6 -1.4 0.4 0.0695
N -1.5986 0.6213 -1.2979 -0.8 0.5 1.0 -0.2898
H 2.1075 0.6661 0.9497 1.2 1.0 0.0 0.2377
H 0.5032 1.3977 1.6226 0.4 0.1 -0.8 0.2260
H 1.1557 -0.1218 2.2351 0.2 0.6 -0.9 0.2460
H 0.7184 0.6622 -1.7433 -0.2 0.3 -0.3 0.3938
H 0.6840 -0.9442 -2.3256 1.0 1.8 1.9 0.4027
H -1.9898 -1.3391 -0.1490 0.2 0.5 -0.4 0.2129
H -2.1253 1.3186 0.8449 -0.4 1.5 -0.6 0.2403

No. 7
14
Properties=species:S:1:pos:R:3:forces:R:3:nbo_charge:R:1 method="wB97M-V/def2-TZVPD" total_charge=-1 relative_energy_ev=2.682 smiles="CCN(N)C([O-])=S" spin_multiplicity=1 homo_energy_ev=-3.457 largest_force_ha_per_bohr=0.0974
C -1.4516 0.1418 0.7866 -1.2 0.5 -2.3 -0.6239
C -0.6378 0.7328 -0.3727 -2.6 -3.1 -0.9 -0.2053
N 0.4818 -0.0497 -0.7844 3.0 4.0 0.8 -0.4060
N 0.2327 -1.3882 -0.6896 0.5 -0.8 2.6 -0.7233
C 1.9727 0.5328 0.0639 -2.8 0.3 -1.0 0.4278
O 2.1329 1.7256 0.0417 -0.6 0.0 -0.6 -0.6523
S 2.8064 -0.6462 0.8385 0.8 -1.6 0.4 -0.4191
H -1.7789 -0.8677 0.7252 -0.2 -0.9 -1.0 0.2074
H -0.9273 0.1169 1.6322 2.2 0.5 3.8 0.1912
H -2.3326 0.7435 0.8706 -0.6 0.6 0.5 0.1737
H -1.4478 0.6372 -1.1971 1.3 1.1 0.5 0.1288
H -0.3401 1.6950 -0.1038 0.4 1.8 -0.2 0.2051
H 0.2058 -1.6558 -1.6147 0.4 -1.6 -2.2 0.3268
H 1.0837 -1.7179 -0.1963 -0.4 -0.7 -0.4 0.3689

No. 8
14
Properties=species:S:1:pos:R:3:forces:R:3:nbo_charge:R:1 method="wB97M-V/def2-TZVPD" total_charge=+1 relative_energy_ev=1.942 smiles="[NH3+][C@]1(O)N=CCS1" spin_multiplicity=1 homo_energy_ev=-13.948 largest_force_ha_per_bohr=0.1104
N 0.3120 1.3822 -1.2573 -2.6 0.8 -1.0 -0.7057
C -0.3471 0.0816 -0.7323 -0.7 1.8 2.7 0.3725
O -1.4396 -0.0593 -1.4762 -1.1 -1.4 -0.5 -0.6837
N -0.9110 0.4751 0.7535 0.9 0.4 -3.2 -0.4001
C -0.3346 -0.2741 1.5575 0.2 -1.1 2.0 0.1217
C 0.6838 -1.2124 1.1450 4.0 -3.5 2.1 -0.6591
S 0.9410 -1.2141 -0.6049 -0.9 0.8 -0.7 0.2752
H 1.0887 1.6016 -0.7213 2.0 0.5 1.7 0.4359
H -0.3243 2.2314 -1.2642 0.4 -1.3 0.3 0.4607
H 0.6688 1.3191 -2.1992 0.0 -0.5 -0.7 0.4454
H -2.0525 -0.6820 -0.9919 0.7 0.9 -0.9 0.5263
H -0.5313 -0.3552 2.6394 -0.4 0.7 -0.5 0.2393
H 1.7309 -0.9521 1.6712 -2.3 -0.4 -0.9 0.2818
H 0.5151 -2.3419 1.4807 0.0 2.5 -0.4 0.2898

No. 9
14
Properties=species:S:1:pos:R:3:forces:R:3:nbo_charge:R:1 method="wB97M-V/def2-TZVPD" total_charge=+1 relative_energy_ev=1.217 smiles="N/C=[NH+]/CC(=O)S" spin_multiplicity=1 homo_energy_ev=-13.671 largest_force_ha_per_bohr=0.0751
N -2.1269 0.3517 -1.5076 -1.1 -1.8 -0.4 -0.7193
C -1.4176 -0.2618 -0.5561 1.9 3.2 -1.0 0.4054
N -0.5366 0.4297 0.1667 0.0 1.9 0.5 -0.5103
C 0.3797 0.0647 1.2693 0.5 -1.3 -0.7 -0.3362
C 1.9412 -0.1608 0.9361 -2.2 0.7 -2.2 0.4581
O 2.7983 0.0387 1.7079 0.4 -0.2 1.1 -0.4634
S 2.2226 -0.5450 -0.8334 -1.6 0.4 0.6 -0.0570
H -2.4266 1.3098 -1.7330 0.9 -0.4 0.9 0.4548
H -2.5815 -0.3302 -2.1204 0.0 0.5 0.2 0.4282
H -1.3689 -1.3244 -0.6563 -0.1 -0.6 0.6 0.2448
H -0.5473 1.4858 0.1066 -0.4 -1.7 -0.5 0.4324
H -0.0321 -0.8089 1.7091 0.1 -1.3 0.3 0.2424
H 0.3015 0.7566 2.0714 0.0 1.1 0.3 0.2536
H 3.3940 -1.0058 -0.5601 1.5 -0.5 0.1 0.1664

No. 10
14
Properties=species:S:1:pos:R:3:forces:R:3:nbo_charge:R:1 method="wB97M-V/def2-TZVPD" total_charge=+1 relative_energy_ev=2.892 spin_multiplicity=1 homo_energy_ev=-13.874 largest_force_ha_per_bohr=0.1139
C -0.7291 0.2233 0.1989 -2.3 -0.4 -1.4 0.5182
C 0.4644 1.7999 1.3257 1.1 0.2 1.4 -0.1586
C -1.8421 -0.2231 -0.6997 -0.5 -0.6 3.2 -0.6613
N 0.3178 -0.4583 0.4647 1.5 1.2 1.3 -0.6272
N -0.6871 1.4243 0.7428 -1.6 4.2 0.9 -0.5703
O 2.6328 -0.9100 -0.4176 -5.8 0.5 0.3 -0.9643
S 1.4864 0.5153 1.3484 -1.2 0.7 -0.2 0.7543
H 3.5060 -1.0110 -0.4174 5.6 -1.0 -0.7 0.4950
H -1.7560 0.2027 -1.6566 0.5 -0.1 -1.5 0.2748
H -2.7949 0.1963 -0.3104 0.5 -0.5 0.0 0.2628
H -1.8129 -1.3106 -0.5217 -0.6 0.3 -1.2 0.2527
H 0.5232 -1.3957 0.3048 0.0 -1.8 -0.7 0.4526
H -1.4754 2.1884 0.8278 1.7 -2.5 -1.0 0.4791
H 2.1668 -1.2415 -1.1899 1.0 -0.1 -0.3 0.4924